(1)
Computed, not measured: an isolated molecule of C3H4NOP in a non-equilibrium geometry, with the ωB97M-V functional and the def2-TZVPD basis.

Structure (ORCA input):
```
! wB97M-V def2-TZVPD RIJCOSX def2/J DEFGRID3
* xyz 0 1
C 2.09744 0.93838 -0.12162
C -1.52282 -0.30152 0.20958
C -0.18055 0.26216 -0.09901
N 2.68004 1.91583 -0.07956
O 1.66670 -1.77816 0.54320
P 1.24199 -0.62738 -0.15860
H -1.74815 -0.51458 -0.84731
H -1.56396 -1.37387 0.60935
H -2.37888 0.31520 0.63849
H -0.29181 1.16394 -0.69452
*
```

Computed properties:
Highest occupied orbital energy ... -9.51 eV
Energy above the lowest of the compared OMol25 structures with the same formula, charge and spin ... 35.5 kcal per mole
Frontier orbital gap ... 8.4238 eV

---

(2)
Computed, not measured: an isolated molecule of C3H4NOP in a non-equilibrium geometry, with the ωB97M-V functional and the def2-TZVPD basis.

Structure (ORCA input):
```
! wB97M-V def2-TZVPD RIJCOSX def2/J DEFGRID3
* xyz 0 1
O -1.44269 -0.18388 -1.25719
C -0.28289 -0.94330 -1.33596
N 0.77203 -1.03270 -0.67215
C 1.14602 -0.31304 0.45537
C 0.66586 0.76219 1.02529
P -0.06821 2.17760 1.51379
H -1.32497 0.35291 -0.43327
H -0.49022 -1.67734 -2.24166
H 2.18893 -0.57539 0.83181
H -1.16385 1.43296 2.11396
*
```

Computed properties:
Highest occupied orbital energy ... -9.12 eV
Energy above the lowest of the compared OMol25 structures with the same formula, charge and spin ... 48.3 kcal per mole
Frontier orbital gap ... 8.7606 eV

---

(3)
Computed, not measured: a cluster of 2 separate species, C3H4NOS2 in total in a non-equilibrium geometry, with the ωB97M-V functional and the def2-TZVPD basis.

Structure (ORCA input):
```
! wB97M-V def2-TZVPD RIJCOSX def2/J DEFGRID3
* xyz -1 1
C -0.02175 0.07356 -0.84595
C -1.86372 0.49182 1.03835
C -0.76285 -0.87216 -0.12080
N 0.95495 0.82561 -0.26402
O -1.15058 1.39668 1.38893
S -3.38049 -0.06751 1.12552
S -0.23402 0.26869 -2.52445
H -1.63893 -1.37961 -0.76053
H -0.33177 -1.46509 0.71845
H 1.36932 0.58032 0.58903
H 1.39397 1.64289 -0.71282
*
```

Computed properties:
Highest occupied orbital energy ... -3.39 eV
Energy above the lowest of the compared OMol25 structures with the same formula, charge and spin ... 22.4 kcal per mole
Frontier orbital gap ... 6.9599 eV

---

(4)
Computed, not measured: an isolated molecule of C3H4NP in a non-equilibrium geometry, with the ωB97M-V functional and the def2-TZVPD basis.

Structure (ORCA input):
```
! wB97M-V def2-TZVPD RIJCOSX def2/J DEFGRID3
* xyz 0 1
C 2.30896 0.03223 -0.28154
C -0.36806 -1.68912 0.23945
C 0.22531 1.14189 0.12559
N 1.29966 0.67518 -0.35359
P -1.00704 -0.16268 0.29244
H 2.87775 -0.64683 -0.89435
H -1.13178 -2.56620 0.30832
H 0.10906 2.27358 0.23432
H -2.00878 0.52371 1.01722
*
```

Computed properties:
Highest occupied orbital energy (spin up / spin down) ... -7.73 / -7.73 eV
Energy above the lowest of the compared OMol25 structures with the same formula, charge and spin ... 127.0 kcal per mole
Frontier orbital gap (spin up / spin down) ... 7.5340 / 7.5348 eV

---

(5)
Computed, not measured: an isolated molecule of C3H4NP in a non-equilibrium geometry, with the ωB97M-V functional and the def2-TZVPD basis.

Structure (ORCA input):
```
! wB97M-V def2-TZVPD RIJCOSX def2/J DEFGRID3
* xyz 0 3
C -0.08741 -0.26498 0.05018
C -0.98635 0.70081 -0.21284
C 2.02501 -1.22050 0.08423
N 1.15870 -0.35997 -0.54134
P 2.67128 0.28289 0.03923
H -0.20876 -1.24710 0.46842
H -1.94188 0.55345 0.29215
H 1.77737 -2.10819 0.73033
H -0.80610 1.61190 -0.75293
*
```

Computed properties:
Highest occupied orbital energy (spin up / spin down) ... -6.56 / -9.61 eV
Energy above the lowest of the compared OMol25 structures with the same formula, charge and spin ... 39.3 kcal per mole
<S²> ... 2.008
Frontier orbital gap (spin up / spin down) ... 7.4060 / 8.4859 eV

---

(6)
Computed, not measured: an isolated molecule of C3H4NPS in a non-equilibrium geometry, with the ωB97M-V functional and the def2-TZVPD basis.

Structure (ORCA input):
```
! wB97M-V def2-TZVPD RIJCOSX def2/J DEFGRID3
* xyz 0 1
P -1.53385 1.35032 -1.46970
C -0.51136 0.50306 -0.28585
N 0.30458 0.97008 0.53166
C 1.05497 0.10731 1.24452
C 0.83935 -1.21771 1.01668
S -0.36528 -1.58292 -0.12718
H -2.29644 0.24035 -1.81942
H -0.64116 1.13539 -2.52296
H 1.78232 0.50578 1.92709
H 1.36687 -2.01168 1.50514
*
```

Computed properties:
Highest occupied orbital energy ... -8.72 eV
Energy above the lowest of the compared OMol25 structures with the same formula, charge and spin ... 20.0 kcal per mole
Frontier orbital gap ... 9.2146 eV

---

(7)
Computed, not measured: the ion C3H4NS with charge +1 in a non-equilibrium geometry, with the ωB97M-V functional and the def2-TZVPD basis.

Structure (ORCA input):
```
! wB97M-V def2-TZVPD RIJCOSX def2/J DEFGRID3
* xyz 1 1
C 0.31584 -1.35855 0.27333
C -0.88152 -1.00135 -0.12458
S -1.88196 0.37507 -0.01245
C -0.17116 1.06870 0.19619
N 0.55713 -0.09250 -0.34005
H 0.97818 -2.18317 0.40836
H 0.07671 1.24050 1.24949
H -0.00657 1.96274 -0.40123
H 1.01335 -0.01144 -1.24906
*
```

Computed properties:
Highest occupied orbital energy ... -14.80 eV
Energy above the lowest of the compared OMol25 structures with the same formula, charge and spin ... 85.1 kcal per mole
Frontier orbital gap ... 9.0948 eV

---

(8)
Computed, not measured: the ion C3H4NS with charge +1 in a non-equilibrium geometry, with the ωB97M-V functional and the def2-TZVPD basis.

Structure (ORCA input):
```
! wB97M-V def2-TZVPD RIJCOSX def2/J DEFGRID3
* xyz 1 1
C -0.88311 -0.87141 0.01375
C 1.00440 -2.10947 0.42315
C 0.60861 0.83384 -0.13727
N -0.82377 0.38485 -0.28274
S 1.81513 -0.66477 0.18707
H -1.82404 -1.45681 0.03386
H 1.09158 1.61245 -0.77801
H 0.73839 1.26178 0.96856
H -1.72718 1.00955 -0.42836
*
```

Computed properties:
Highest occupied orbital energy ... -15.13 eV
Energy above the lowest of the compared OMol25 structures with the same formula, charge and spin ... 125.8 kcal per mole
Frontier orbital gap ... 9.3977 eV

---

(9)
Computed, not measured: a structure of composition C3H4O, with the ωB97M-V functional and the def2-TZVPD basis.

Structure (ORCA input):
```
! wB97M-V def2-TZVPD RIJCOSX def2/J DEFGRID3
* xyz 0 1
O -1.27347 1.03318 -0.33574
C -0.61327 -0.72798 -0.43886
C 0.62417 -0.61722 0.22159
C 1.75420 -0.56721 0.67391
H -0.49690 1.58393 -0.14069
H -1.39672 -1.12689 0.21083
H -1.32528 0.98763 -1.30236
H 2.72726 -0.56543 1.11132
*
```

Computed properties:
Highest occupied orbital energy ... -7.89 eV
Energy above the lowest of the compared OMol25 structures with the same formula, charge and spin ... 99.6 kcal per mole
Frontier orbital gap ... 8.1707 eV

---

(10)
Computed, not measured: a cluster of 2 separate species, C3H4O in total in a non-equilibrium geometry, with the ωB97M-V functional and the def2-TZVPD basis.

Structure (ORCA input):
```
! wB97M-V def2-TZVPD RIJCOSX def2/J DEFGRID3
* xyz 0 1
C 0.04723 1.62301 1.96683
C -0.53309 0.92337 1.19656
C 0.12419 -0.94667 -1.15691
O -1.13995 -0.70957 -0.59022
H 0.27186 2.09238 2.89696
H -0.14766 -1.19874 -2.27969
H 0.71361 -1.75312 -0.85257
H 0.66381 -0.03065 -1.18096
*
```

Computed properties:
Highest occupied orbital energy (spin up / spin down) ... -10.56 / -10.64 eV
Energy above the lowest of the compared OMol25 structures with the same formula, charge and spin ... 182.5 kcal per mole
Frontier orbital gap (spin up / spin down) ... 7.0152 / 7.1648 eV

---

(11)
Computed, not measured: an isolated molecule of C3H4O in a non-equilibrium geometry, with the ωB97M-V functional and the def2-TZVPD basis.

Structure (ORCA input):
```
! wB97M-V def2-TZVPD RIJCOSX def2/J DEFGRID3
* xyz 0 1
C 0.28803 0.74423 -0.81487
C 0.33535 0.24216 0.36196
C -0.59668 -0.81361 0.73907
O -1.30756 -0.72356 1.84083
H 1.16602 1.60141 -1.34308
H -0.42486 0.43690 -1.54975
H 1.32126 0.38421 0.65548
H -0.78155 -1.87173 0.11037
*
```

Computed properties:
Highest occupied orbital energy ... -10.22 eV
Energy above the lowest of the compared OMol25 structures with the same formula, charge and spin ... 53.8 kcal per mole
Frontier orbital gap ... 10.2978 eV

---

(12)
Computed, not measured: a structure of composition C3H4O, with the ωB97M-V functional and the def2-TZVPD basis.

Structure (ORCA input):
```
! wB97M-V def2-TZVPD RIJCOSX def2/J DEFGRID3
* xyz 0 1
O -1.28012 1.02770 -0.34539
C -0.59002 -0.73805 -0.47064
C 0.63649 -0.62852 0.21519
C 1.75543 -0.59905 0.69142
H -0.53462 1.59618 -0.09167
H -1.37863 -1.13947 0.17311
H -1.33483 1.07886 -1.31103
H 2.72630 -0.59766 1.13901
*
```

Computed properties:
Highest occupied orbital energy ... -7.87 eV
Energy above the lowest of the compared OMol25 structures with the same formula, charge and spin ... 99.4 kcal per mole
Frontier orbital gap ... 8.1267 eV

---

(13)
Computed, not measured: an isolated molecule of C3H4O in a non-equilibrium geometry, with the ωB97M-V functional and the def2-TZVPD basis.

Structure (ORCA input):
```
! wB97M-V def2-TZVPD RIJCOSX def2/J DEFGRID3
* xyz 0 1
C -0.57871 -0.04553 0.55969
C 0.34874 -0.90594 -0.15608
O 1.47079 0.00834 0.10336
C 0.43476 0.87925 -0.22230
H -0.47625 -0.02812 1.66295
H -1.70792 0.14906 0.50055
H 0.28028 -1.19171 -1.23463
H 0.22833 1.13465 -1.21354
*
```

Computed properties:
Highest occupied orbital energy ... -8.55 eV
Energy above the lowest of the compared OMol25 structures with the same formula, charge and spin ... 86.3 kcal per mole
Frontier orbital gap ... 9.1444 eV

---

(14)
Computed, not measured: a structure of composition C3H4O2 in a non-equilibrium geometry, with the ωB97M-V functional and the def2-TZVPD basis.

Structure (ORCA input):
```
! wB97M-V def2-TZVPD RIJCOSX def2/J DEFGRID3
* xyz 0 1
C 0.07776 -1.09888 0.81838
C 0.28486 -0.12834 -0.45547
C -0.40573 1.21730 -0.37353
H -0.13911 -2.42462 0.63786
H 1.62614 0.08845 -0.44085
H -0.09761 -0.55134 -1.50939
H -1.66876 1.14428 0.13468
O 0.17938 -0.52184 2.03437
O 0.14308 2.27499 -0.84606
*
```

Computed properties:
Highest occupied orbital energy ... -10.33 eV
Energy above the lowest of the compared OMol25 structures with the same formula, charge and spin ... 103.2 kcal per mole
Frontier orbital gap ... 9.9920 eV

---

(15)
Computed, not measured: an isolated molecule of C3H4O2 in a non-equilibrium geometry, with the ωB97M-V functional and the def2-TZVPD basis.

Structure (ORCA input):
```
! wB97M-V def2-TZVPD RIJCOSX def2/J DEFGRID3
* xyz 0 1
O -0.96946 -0.70420 -1.37687
C -0.34828 -0.20212 -0.47880
C 0.21802 -0.87131 0.69933
O 0.87063 0.45148 0.92083
C 0.18591 1.30207 0.03717
H 1.08401 -1.64589 0.91970
H -0.82196 -1.12608 1.25429
H -0.73449 1.67513 0.53141
H 0.92913 1.74680 -0.60328
*
```

Computed properties:
Highest occupied orbital energy ... -9.95 eV
Energy above the lowest of the compared OMol25 structures with the same formula, charge and spin ... 76.0 kcal per mole
Frontier orbital gap ... 10.7832 eV

---

(16)
Computed, not measured: a structure of composition C3H4O2 in a non-equilibrium geometry, with the ωB97M-V functional and the def2-TZVPD basis.

Structure (ORCA input):
```
! wB97M-V def2-TZVPD RIJCOSX def2/J DEFGRID3
* xyz 0 1
O -1.66176 -1.57395 -0.21869
C -0.80904 -0.77936 -0.41382
C -0.00800 -0.00070 0.77816
C 0.71210 0.67998 -0.29871
O -0.25909 -0.28402 -1.51176
H 0.55981 -0.70699 1.38861
H -0.69727 0.59812 1.37841
H 1.72049 0.37009 -0.54325
H 0.44276 1.69682 -0.55894
*
```

Computed properties:
Highest occupied orbital energy ... -10.05 eV
Energy above the lowest of the compared OMol25 structures with the same formula, charge and spin ... 36.0 kcal per mole
Frontier orbital gap ... 10.4132 eV

---

(17)
Computed, not measured: an isolated molecule of C3H4O2 in a non-equilibrium geometry, with the ωB97M-V functional and the def2-TZVPD basis.

Structure (ORCA input):
```
! wB97M-V def2-TZVPD RIJCOSX def2/J DEFGRID3
* xyz 0 1
C 0.41427 0.14272 -0.85086
C 0.91594 0.72002 0.46539
C -0.84842 -0.93331 0.69314
O -0.76143 -0.86576 -0.62939
O 0.04651 -0.06030 1.34669
H 0.16504 0.93793 -1.58592
H 1.12432 -0.53423 -1.30727
H 0.62223 1.75350 0.50443
H -1.67845 -1.16057 1.36379
*
```

Computed properties:
Highest occupied orbital energy (spin up / spin down) ... -8.01 / -7.02 eV
Energy above the lowest of the compared OMol25 structures with the same formula, charge and spin ... 112.1 kcal per mole
Frontier orbital gap (spin up / spin down) ... 8.3807 / 6.5665 eV

---

(18)
Computed, not measured: an isolated molecule of C3H4O2 in a non-equilibrium geometry, with the ωB97M-V functional and the def2-TZVPD basis.

Structure (ORCA input):
```
! wB97M-V def2-TZVPD RIJCOSX def2/J DEFGRID3
* xyz 0 1
O 1.95460 0.38062 -0.40075
C 1.36796 -0.21721 0.47259
C 0.10426 -0.07366 1.23663
C -1.06022 0.21073 -0.56688
O -0.98054 -0.55582 0.66030
H 1.84836 -1.04251 1.06526
H -0.47610 1.11938 -0.38348
H -2.10107 0.50601 -0.66017
H -0.65725 -0.32753 -1.42352
*
```

Computed properties:
Highest occupied orbital energy ... -8.92 eV
Energy above the lowest of the compared OMol25 structures with the same formula, charge and spin ... 107.8 kcal per mole
Frontier orbital gap ... 8.5328 eV

---

(19)
Computed, not measured: an isolated molecule of C3H4O2 in a non-equilibrium geometry, with the ωB97M-V functional and the def2-TZVPD basis.

Structure (ORCA input):
```
! wB97M-V def2-TZVPD RIJCOSX def2/J DEFGRID3
* xyz 0 1
O -1.96316 -0.44200 0.60472
C -0.98936 0.08264 -0.19223
C 0.77662 0.22965 0.21006
C 0.12171 -0.56236 -0.91712
O -0.84119 0.36565 -1.53927
H -2.56246 0.14823 1.19898
H 1.03070 -0.36805 1.02153
H 1.14674 1.14058 -0.01177
H 0.34573 -1.50333 -1.29614
*
```

Computed properties:
Highest occupied orbital energy ... -8.25 eV
Energy above the lowest of the compared OMol25 structures with the same formula, charge and spin ... 113.4 kcal per mole
Frontier orbital gap ... 8.9103 eV

---

(20)
Computed, not measured: a cluster of 2 separate species, C3H4O2 in total in a non-equilibrium geometry, with the ωB97M-V functional and the def2-TZVPD basis.

Structure (ORCA input):
```
! wB97M-V def2-TZVPD RIJCOSX def2/J DEFGRID3
* xyz 0 3
C 1.66706 -1.07437 -0.05223
C -2.01665 0.17210 0.00668
C 0.73662 -0.08454 -0.04492
O -3.12623 -0.25824 -0.27837
O 0.64339 1.23196 -0.20471
H 1.51424 -2.10383 0.25809
H 2.64325 -0.75804 -0.04352
H -1.74851 1.24083 0.38333
H -0.31317 1.63413 -0.02436
*
```

Computed properties:
Highest occupied orbital energy (spin up / spin down) ... -7.82 / -9.08 eV
Energy above the lowest of the compared OMol25 structures with the same formula, charge and spin ... 49.4 kcal per mole
<S²> ... 2.014
Frontier orbital gap (spin up / spin down) ... 7.7588 / 7.5516 eV